{"formula": "C88H198N11", "method": "the ωB97M-V functional and the def2-TZVPD basis", "multiplicity": 2, "lumo_ev": [-16.7811, -17.1123], "charge": 10, "homo_energy_ha": [-0.7243, -0.9665], "s_squared": 0.75, "symbols": ["H", "H", "C", "C", "C", "C", "H", "H", "H", "C", "H", "C", "H", "H", "H", "H", "H", "H", "H", "H", "C", "H", "N", "C", "C", "H", "N", "H", "C", "H", "H", "H", "H", "H", "C", "H", "N", "H", "H", "H", "H", "C", "H", "C", "H", "H", "H", "H", "H", "H", "H", "H", "N", "H", "H", "H", "H", "H", "H", "C", "H", "H", "H", "H", "H", "H", "H", "H", "N", "H", "H", "H", "C", "H", "H", "H", "C", "H", "H", "H", "H", "H", "H", "C", "H", "C", "H", "H", "C", "C", "C", "H", "C", "H", "H", "H", "H", "C", "H", "H", "H", "H", "C", "C", "H", "H", "H", "C", "H", "H", "H", "H", "H", "C", "H", "H", "C", "H", "H", "C", "H", "C", "C", "H", "C", "C", "H", "C", "C", "H", "N", "H", "H", "H", "N", "H", "H", "C", "C", "H", "H", "H", "H", "H", "H", "C", "N", "H", "H", "H", "H", "H", "C", "C", "H", "H", "H", "H", "H", "H", "H", "C", "H", "C", "H", "H", "C", "H", "H", "C", "C", "C", "H", "H", "C", "H", "H", "H", "H", "H", "H", "H", "C", "C", "H", "H", "H", "C", "H", "H", "H", "C", "H", "H", "C", "C", "H", "C", "C", "H", "C", "H", "C", "C", "C", "C", "H", "H", "H", "N", "H", "H", "H", "C", "H", "H", "H", "H", "H", "C", "H", "H", "C", "H", "C", "H", "H", "H", "H", "C", "C", "H", "C", "H", "H", "H", "H", "C", "H", "H", "H", "H", "H", "H", "H", "H", "C", "H", "C", "N", "C", "C", "H", "H", "C", "H", "H", "H", "C", "H", "H", "H", "H", "C", "H", "H", "H", "H", "C", "H", "H", "C", "H", "C", "C", "H", "N", "H", "H", "H", "H", "C", "H", "C", "C", "H", "H", "C", "H", "C", "C", "C", "C", "H", "H", "H", "C"], "xyz": [[-6.30986, 2.15677, -1.65901], [5.63830, -2.21097, 2.13981], [-1.95812, 1.20113, -9.45450], [2.37902, -1.98915, 2.40212], [2.50443, 1.37378, 7.47101], [-5.00112, 0.01596, -4.49522], [6.45377, 6.02793, -1.17285], [2.51465, -0.65061, -5.40129], [-6.61201, -6.47380, -1.15404], [-3.69420, 3.22469, 4.20098], [-4.13926, 4.03222, -0.88905], [-2.69636, 2.43659, -9.93225], [-2.12582, -2.11826, -9.23299], [1.66433, -1.88806, 6.68648], [-1.44949, -1.13507, -3.19066], [-7.92391, 1.43611, -3.30404], [-5.72630, 3.37551, 1.26124], [-5.04050, 5.76395, 2.78511], [-1.00096, 1.50077, -9.02770], [-2.78098, -1.01930, 8.95617], [6.67381, 5.67460, -2.18024], [-3.80874, 5.07022, 1.03887], [6.60885, 4.17109, -2.47157], [-3.84619, -2.62939, 5.34285], [6.08960, 5.44781, -4.51935], [4.92141, 6.69963, -3.13354], [-1.89520, -0.71361, -7.65561], [-5.89297, -4.91213, 1.97541], [1.22066, 5.12973, 1.62107], [10.99520, 0.01322, 0.82276], [2.15572, 4.52666, 4.56860], [2.30771, -3.11322, -7.24439], [9.03234, -0.82396, -0.56172], [2.90184, 5.99704, 4.25721], [2.17107, 5.31752, 3.81866], [-5.65504, -1.55050, -2.63048], [-6.38943, 0.07942, -3.72574], [-4.44800, -4.00997, 1.53599], [7.48569, -1.66189, -1.56989], [2.74028, -1.09341, 1.89691], [1.93329, 0.73581, -2.11174], [-3.68421, -2.03922, 3.91933], [-2.53958, 0.28819, -1.74728], [-2.34841, -1.53873, 0.23860], [7.53879, 3.77347, -4.33233], [5.19004, 5.48455, -5.13379], [6.90481, 5.90151, -5.08299], [5.05518, -3.25543, -1.60023], [-0.21769, 4.39780, 2.83643], [4.76955, -5.93902, -4.84522], [5.84694, 3.28052, -4.39468], [-2.27357, -2.10322, 1.16804], [0.78425, 5.92768, 3.86977], [2.32234, -0.43939, 8.72572], [-1.45562, 1.39379, -0.99728], [-1.48797, 6.65358, 7.21891], [-0.07217, -2.66532, -7.01201], [4.62001, 0.70190, 6.96721], [7.89641, -1.46024, 2.10620], [-3.28991, -7.25787, 4.73673], [8.67180, 3.77510, -2.48151], [7.68670, 6.05146, -2.32214], [3.81584, -0.35112, -4.15507], [9.68743, -2.15412, 0.45488], [-3.21901, -1.96517, -0.25969], [-0.66237, 6.11161, 2.31769], [-6.41888, 1.95995, 3.66118], [1.07976, 7.86624, 2.81928], [-0.67379, -0.62671, -1.24299], [-0.18416, -0.00811, -3.27149], [-3.64683, 0.11560, 3.36611], [3.75878, -2.73427, -3.52197], [4.28838, -1.62405, 6.38158], [6.54453, 7.33874, -3.41119], [-4.90724, 0.66805, -5.36359], [2.66069, -2.84000, 1.78178], [-0.77165, 5.89581, 7.53636], [4.02318, -2.41179, 3.52657], [9.65995, 3.04092, 0.90746], [-4.25281, 0.40791, -3.80637], [0.88033, 6.98864, 6.43841], [-1.73749, 0.32234, 1.14683], [1.29136, -1.93093, 2.36101], [0.66123, -0.19661, -0.54728], [1.01112, -0.49171, 5.97375], [4.09933, -5.22383, -8.48606], [-1.89058, -3.38805, -5.73265], [-8.31904, -0.25949, -1.54318], [5.25574, 3.78236, -1.78535], [9.47415, 3.00595, -0.16602], [-2.77138, 0.29611, -8.44967], [-7.59831, 3.87295, -2.97847], [3.04847, -1.98632, 3.76538], [-5.14045, -7.24983, 2.73575], [-3.07001, -5.47660, -0.59371], [-3.30206, 2.28634, -10.82592], [-1.24695, 4.92710, 7.69064], [3.19668, -2.51809, -4.43049], [-3.05077, 1.38284, 7.94695], [5.36641, 3.82679, -0.70189], [7.87000, -4.47203, -1.37939], [-6.26325, 4.37403, -1.79665], [-4.77861, 3.37050, 1.79973], [-3.95108, -0.17159, 5.48530], [-3.79717, -1.69425, -7.07125], [-2.66474, 3.85534, 1.71448], [4.06396, -2.09923, -6.26993], [-0.96000, -2.94018, -7.58148], [2.07084, -6.00921, -7.92769], [-0.65552, -0.39087, -5.84183], [-3.05015, -3.34640, 5.54366], [-4.84727, 5.70857, 4.44410], [-7.53760, 3.74542, 2.50425], [-0.75228, -0.02845, -6.86525], [5.20809, -2.96880, -5.29568], [-1.71028, 0.63704, -10.35366], [6.88596, -4.22666, -0.97994], [-0.47098, -2.28031, 0.10507], [-7.10824, 5.59061, 4.70591], [10.02681, -0.17559, 1.28609], [-1.18016, -2.71758, -1.29223], [4.85283, -4.42566, -7.47169], [1.83037, -0.81302, 6.61694], [-3.32647, 0.76355, -7.63637], [7.25505, -3.63203, 0.32183], [-3.50683, -6.26852, 3.57989], [0.03511, -1.83634, -3.02372], [4.14654, -2.89785, -5.53271], [3.87931, -5.53765, -5.32944], [-2.41571, 3.91376, -0.82473], [3.26036, -0.59698, 5.99115], [-3.56811, 0.73002, 5.96334], [1.30921, -1.06651, -0.65442], [-7.40281, 5.92580, 3.02964], [6.77564, -2.12763, 0.34495], [-7.70838, -1.90876, -1.31274], [-3.77786, 3.28121, 5.28629], [-4.15414, -6.93037, 2.39922], [-5.66552, -5.99287, -0.90714], [9.67951, 0.85422, 1.36953], [-0.71731, 1.05886, -6.79715], [-3.38601, 2.52747, -0.51902], [8.30267, -3.79912, 0.57219], [3.47308, 1.70193, -0.57845], [-1.13322, -0.78656, 8.66982], [-1.32989, -1.83261, -8.54525], [3.88291, -4.26496, -6.22546], [-6.67426, -4.14490, -0.39403], [1.09548, 5.29889, 6.73039], [-9.36218, -0.98815, -3.36129], [-2.78977, -3.89149, -7.13027], [1.67268, 7.72794, 4.55111], [-2.08937, 0.89280, 8.10083], [-5.29565, 5.13147, 3.63539], [-5.72257, -1.72755, 6.95132], [-3.37183, 2.75560, -9.13848], [-2.71791, -1.14363, -5.72460], [-0.22910, 4.46772, 5.13348], [-0.69599, -3.85103, -8.11884], [-4.70871, -0.69535, 8.07255], [-3.06505, -8.27968, 4.43101], [-0.47886, -0.91624, -2.74559], [6.80277, -4.18886, 1.14249], [-2.36206, -0.03318, 0.32731], [3.19741, -5.27685, -4.52006], [7.65602, 2.38223, -2.28999], [-6.89854, 1.55917, -3.65273], [10.18286, -0.46267, 2.32597], [4.05706, 0.00416, 4.08440], [9.18786, -1.18534, 0.45480], [-6.24286, -0.67284, -2.36165], [0.35183, 6.03541, 6.42604], [2.21970, 1.89295, 0.66864], [-4.16047, -7.40193, 5.37663], [0.11604, 5.41409, 2.62695], [7.31022, -0.20012, 1.06339], [3.81645, 1.48865, 5.69097], [-4.88741, -1.06424, -4.58644], [-4.45763, -7.76059, -0.27227], [2.83710, 0.35297, 0.40868], [-1.48952, -0.97032, 6.22638], [-4.58936, -2.08722, 3.31394], [2.39022, 4.61173, 2.51329], [2.53422, -4.14313, -6.96856], [-6.89569, -1.54991, -4.98711], [0.74914, 1.78156, -1.22754], [0.41681, -0.04765, 0.50447], [5.38420, -2.10459, 1.08519], [1.75958, 2.01939, 7.00573], [5.64437, -5.07151, -7.09163], [4.94419, -3.01133, 0.67007], [-2.22549, -1.39555, 6.90876], [-1.00768, 6.01239, 4.85278], [6.42372, -3.30175, -2.80117], [-2.17322, -3.08183, -6.73984], [1.77962, 0.04745, 7.91545], [-2.22342, -0.60329, 4.18005], [-4.76076, -1.58415, 7.44372], [2.97850, -0.97410, -4.46947], [-2.67036, -5.63052, 3.29463], [3.18850, -0.55292, 4.43566], [4.52886, 4.48740, -2.18866], [-6.84407, 5.27064, 3.69797], [-3.32372, 3.59588, -0.31233], [-7.73356, -1.05974, -1.99585], [-7.42488, -0.77327, -4.43493], [-5.68972, -0.25296, -1.52151], [7.29414, 2.82425, 0.01499], [-6.10478, 2.93261, 5.02513], [-3.67340, -1.41418, 6.32402], [-8.54826, -2.44785, -3.57396], [-5.08619, 2.39599, -2.83664], [3.35416, 4.92345, 2.11111], [-5.16806, -4.74607, 1.17853], [-2.40053, -6.89393, 0.48528], [4.38191, -6.27642, -8.50299], [-5.03643, -0.09214, 5.42372], [-1.39444, 1.18337, 7.31296], [7.85318, 4.41559, -0.14324], [6.52458, 4.06628, -4.06078], [-2.58383, -5.18071, 1.06089], [-2.90728, 3.91633, 3.90016], [2.63917, -5.11200, -8.17284], [-2.86632, -2.47947, 3.34896], [-6.16053, 2.49799, -2.68340], [2.44996, 3.52984, 2.63186], [4.91134, 2.81026, -2.13819], [-5.15493, -6.06246, -1.86764], [-3.37487, 0.36671, 0.37635], [-1.80220, 0.36154, -0.94791], [1.47476, 0.97175, -1.15144], [-7.89179, -0.13064, -5.18134], [3.63458, 0.79326, 6.51039], [2.26384, -3.08081, -4.39490], [0.84536, 0.29237, 8.42070], [-6.05083, 4.65600, -3.49471], [2.96409, 1.84259, 8.34109], [-1.18693, -1.86991, -0.60703], [-0.08200, 7.89959, 4.09602], [-5.08248, -3.80831, -0.83559], [-4.50468, 2.31726, 1.86108], [-2.01955, -2.44119, 7.13750], [4.42916, -4.87334, -9.46405], [-1.80665, 1.35741, 9.04545], [1.87826, -4.48547, -6.16816], [2.21550, -0.12076, 4.20197], [-5.66973, -4.55885, -0.30650], [0.94475, 4.37810, 0.88146], [8.06676, 3.40439, -0.48959], [-4.90856, 3.71279, 3.35168], [-6.53281, 3.98886, -2.78006], [-3.31232, -0.57588, 4.13945], [4.89540, -1.13325, 1.00993], [10.13538, 3.82609, -0.44575], [-3.55451, 4.01233, 1.10475], [2.11620, -0.92166, -3.80479], [9.71662, 2.06122, -0.65263], [-3.66485, -7.85487, 2.09265], [7.75051, -1.19722, 1.05852], [3.53994, -6.32173, -6.00630], [6.22064, -5.06157, -0.75997], [-5.91187, -7.54588, 0.63347], [4.47204, -1.54129, 7.45280], [-5.13733, -6.99436, 0.10055], [-1.96131, 3.21882, -10.12177], [5.12874, -3.39574, -7.69802], [-0.51155, 6.31109, 8.51000], [0.12601, -0.43771, -7.36446], [-6.14633, 2.97867, 3.93690], [-3.52887, 2.19061, 3.89856], [-4.80578, -3.12086, 5.50329], [-2.10416, -0.60485, 8.20901], [-8.14344, 3.75586, 4.21056], [5.96192, 6.42369, -3.30467], [6.50428, -1.86565, -1.14164], [2.52136, -2.79598, 4.27006], [-4.35475, -6.10448, 1.11712], [-0.48965, -1.52033, -9.16539], [-4.20329, -5.52524, 3.96793], [5.22453, -1.50531, 5.83603], [3.80761, -2.55713, 6.08775], [-8.34965, -1.38569, -3.43088], [-6.94648, 1.97241, -4.66022], [7.79690, 3.40681, -1.94576], [-2.93932, -5.95248, 0.37817], [-4.50950, -2.46872, 8.02896], [-3.54541, -0.20768, -9.02861], [2.57876, 1.25792, -0.14125], [2.02444, -4.72867, -8.98726], [0.89296, 7.49354, 3.82641], [-2.77870, -1.65594, -6.68478], [-7.27896, 3.86730, 3.55608], [6.13407, -3.22786, -1.75296], [5.85791, -0.98799, -1.14635], [-2.56196, -6.91526, 5.47212], [1.45501, 6.07232, 1.12640], [-0.05568, 5.54335, 5.10136]], "forces_ev_per_angstrom": [[-0.33, -0.02, 0.07], [-0.10, -0.42, -0.09], [0.04, -0.89, 0.48], [0.03, 1.25, -0.81], [0.69, -2.54, 0.06], [-1.33, 0.01, 2.10], [-0.53, -0.85, 0.11], [0.62, 0.06, -0.38], [-0.63, 1.03, -0.06], [-0.18, 0.89, -1.91], [0.00, -0.03, -0.32], [-0.47, 0.28, 0.51], [-0.13, -0.07, 0.15], [0.32, -0.02, 0.53], [-0.56, 0.13, 0.49], [-0.13, 0.16, -0.12], [-0.08, 0.82, 0.44], [0.62, -0.37, -0.31], [-0.02, -0.02, 0.26], [-0.15, 0.33, 0.04], [1.21, 1.11, -0.85], [0.59, 0.31, 0.29], [-1.86, 0.57, 0.95], [0.70, 0.80, -0.41], [0.73, 1.57, -0.17], [0.04, -0.09, 0.26], [-0.58, -1.26, 0.19], [-0.37, 0.05, -0.41], [0.60, 0.44, 0.24], [0.19, -0.60, 0.07], [-0.17, 0.02, 0.33], [0.48, 0.03, 0.13], [0.71, -0.04, -0.19], [0.03, 0.31, -0.82], [-0.28, -1.12, 2.55], [-0.32, -0.32, -0.13], [1.88, 1.05, 0.11], [-0.11, 0.19, -0.15], [-0.06, 0.68, 0.11], [-0.13, 0.08, -0.46], [-0.44, -0.08, -0.09], [-0.49, 0.44, 0.05], [0.06, -0.36, -0.18], [-1.80, -1.18, -0.25], [-0.12, 0.27, -0.23], [0.17, -0.29, 0.05], [-0.14, -0.37, -0.53], [-0.18, -0.87, -0.45], [-0.86, 0.19, 0.51], [0.72, 0.94, -0.57], [-0.05, -0.11, 0.55], [0.07, 0.40, 0.41], [0.28, 1.04, -0.22], [0.40, -0.06, -0.15], [0.48, -0.01, 0.14], [-0.78, -0.35, 0.02], [0.04, 0.14, 0.13], [-0.29, -0.04, 0.49], [-0.67, -0.59, 0.04], [0.04, -0.31, 0.50], [-0.08, 0.27, -0.09], [0.52, -0.90, 0.13], [-0.11, -0.20, -0.14], [-0.22, 0.03, 0.00], [-0.55, 0.44, 0.07], [-0.03, -0.26, 0.02], [1.10, -0.19, -0.78], [0.51, -0.40, 0.04], [0.95, 0.00, -1.16], [0.66, -0.17, 0.27], [0.17, -0.23, -0.23], [-0.49, -0.12, 0.45], [-1.04, -0.26, 0.29], [-0.38, 0.05, -0.46], [-0.80, -0.52, -0.28], [0.14, -0.16, 0.25], [0.04, 1.95, -1.22], [0.25, 0.11, 0.65], [-0.27, -0.74, 0.08], [-0.04, -0.13, 0.24], [-0.58, 0.17, 0.10], [0.01, 0.17, 0.47], [-0.12, 0.09, 0.48], [0.38, -0.66, -1.55], [0.59, 0.47, -0.70], [0.56, -0.64, -1.05], [-0.12, -0.10, 0.13], [0.42, 0.10, 0.11], [1.04, -0.01, -1.49], [0.35, 0.76, 0.36], [0.65, 0.30, -0.27], [-0.24, 1.37, 0.38], [0.61, -0.51, -0.33], [-0.25, 0.05, -0.29], [-0.10, -0.70, -0.07], [0.16, -0.13, 0.05], [0.25, -0.07, -0.40], [1.62, 0.77, 0.57], [-0.24, -0.18, -0.44], [-0.01, 0.10, -0.24], [-0.61, -0.63, -0.88], [-0.74, 0.40, -0.02], [1.84, -1.42, 1.23], [0.47, -1.30, -0.30], [0.06, 0.49, -0.02], [-0.04, 0.08, 0.13], [0.10, -0.56, -0.62], [0.90, 0.05, -1.15], [0.75, -0.48, 0.07], [-0.61, -0.30, 0.01], [-0.14, 0.09, 0.24], [0.47, -1.21, 0.52], [-0.43, -0.61, 0.08], [0.25, -1.26, -0.57], [-0.08, 0.28, 0.62], [0.05, -0.49, 0.20], [0.47, -1.12, 0.66], [0.87, 0.59, 0.01], [0.10, 0.28, -0.01], [0.39, 0.34, -0.19], [-0.92, 0.39, -0.49], [0.09, -0.73, 2.38], [-0.08, -0.34, 0.80], [0.25, 0.85, -0.16], [-0.01, 0.47, 2.53], [-0.36, 0.86, 0.53], [0.88, 0.39, 0.80], [0.49, -1.68, -1.37], [-0.86, 1.08, -0.60], [0.19, 0.40, 0.62], [-1.10, 1.51, -0.96], [0.18, -0.31, 0.04], [-0.23, -0.37, 0.28], [0.78, 0.16, -0.26], [-0.77, -1.29, 0.82], [-0.19, 0.01, -0.11], [-0.88, 0.31, -0.21], [-0.82, 0.00, -0.26], [-0.18, -0.91, -0.88], [-0.89, -0.19, -0.30], [-0.59, -0.13, -0.70], [-0.09, -0.25, 0.38], [0.15, 1.00, -0.29], [-0.11, -0.05, 0.00], [0.20, -0.80, -0.35], [0.52, 0.41, -0.40], [0.54, 1.16, -1.32], [-0.14, -0.13, 0.61], [0.66, 0.20, 0.29], [0.10, 0.38, -0.68], [-0.55, 0.57, -0.08], [-0.23, 0.44, -0.31], [-0.78, 0.89, 0.26], [-0.72, 3.13, -2.00], [0.12, 0.22, 0.07], [-0.03, 0.45, -0.05], [-0.22, -0.29, 0.01], [0.34, -0.11, -0.39], [-0.11, 0.02, -0.08], [-0.33, -0.14, -0.11], [0.47, 0.16, -0.22], [-1.35, 0.86, 0.10], [-0.50, 0.53, 0.23], [-0.96, -0.59, 1.06], [-0.35, -0.50, -0.19], [-0.05, -0.14, -0.21], [-0.36, -0.40, 0.94], [0.12, -0.51, -0.15], [-0.21, -0.10, -0.06], [-1.04, 1.52, 0.56], [-1.65, -0.19, -0.32], [1.39, -1.60, 2.50], [-0.08, 0.34, -0.12], [-0.49, 0.29, -0.41], [0.30, -0.91, -0.11], [0.01, 0.08, -0.31], [-0.25, -0.29, -0.32], [0.40, 0.31, -0.72], [0.06, 0.22, -0.14], [0.35, -0.22, -0.34], [-0.44, -0.29, -0.65], [-0.16, -0.34, 0.22], [0.32, 1.37, -1.26], [0.30, -1.55, 1.04], [0.13, 0.05, 0.07], [0.48, 0.53, -0.34], [-0.12, 0.19, 0.20], [2.63, -0.48, -0.29], [0.43, 0.14, -0.31], [0.62, 0.80, -0.09], [-0.88, 0.55, 0.35], [-0.76, -0.02, 1.13], [-0.34, -0.09, -0.16], [-0.44, 0.37, -0.07], [-0.01, 0.19, 1.42], [1.40, 0.25, -0.19], [0.12, 0.84, 0.11], [1.30, 0.23, -0.54], [-1.79, -1.44, 0.46], [0.71, -0.55, 0.03], [-1.52, -2.22, 0.66], [0.06, 0.19, 0.39], [0.68, 0.15, 1.79], [-1.02, -0.61, -1.41], [1.30, -0.34, -1.64], [0.19, 0.26, -1.17], [-0.04, 1.09, -0.51], [0.09, -0.51, 0.20], [0.70, 0.43, 0.07], [-0.58, -0.62, 0.41], [0.56, -0.02, -0.15], [0.37, -0.15, -0.15], [-0.03, -0.04, -0.22], [1.24, -1.64, -0.63], [-0.14, 0.23, -0.42], [0.24, 0.05, 0.30], [-0.03, 0.02, -0.18], [0.09, 0.28, -0.05], [0.35, 0.25, 0.31], [0.10, 0.38, 1.40], [1.17, -0.11, -0.28], [0.39, -0.51, 0.09], [-2.12, 1.09, 0.42], [-0.10, -0.42, 0.12], [1.52, -0.73, -0.63], [-0.46, 0.03, -0.01], [0.43, -0.24, 0.15], [0.42, 0.22, 0.16], [0.00, 0.06, 0.46], [0.92, 1.11, -2.35], [-1.14, -0.40, 0.64], [-0.16, -0.08, 0.06], [-0.15, 1.41, 0.33], [0.01, 0.13, -0.29], [-0.46, -0.34, -0.82], [0.00, -0.64, -0.39], [-0.09, 0.21, -0.22], [2.23, -1.72, 0.85], [0.13, -0.07, 0.33], [0.56, -0.42, -0.10], [-0.26, -0.36, 0.08], [0.16, 0.06, -0.22], [-0.51, 0.11, -0.19], [0.46, -0.19, 0.01], [-0.81, 0.14, -0.52], [0.36, 0.87, 0.01], [-0.57, -0.72, 1.05], [-0.28, 0.19, -0.02], [-1.49, 1.21, 0.84], [-0.85, -1.36, 1.44], [-0.44, -1.18, 0.38], [-0.27, 0.39, 0.63], [-0.08, -0.26, -0.73], [0.22, -0.29, -0.76], [-0.75, 1.16, 0.99], [0.26, 0.94, 0.63], [0.44, 0.10, 0.27], [0.28, 0.15, -0.12], [1.23, -0.36, -0.45], [-0.40, -0.03, 0.36], [0.65, -0.52, -0.52], [-0.17, 0.37, 0.11], [-0.06, -0.26, -0.09], [0.62, 0.71, 1.22], [-0.27, 0.06, -0.11], [0.22, -0.36, -0.41], [0.73, -0.36, -0.08], [0.26, 0.72, 0.03], [-1.11, 0.12, 0.30], [0.32, 0.25, -0.03], [0.06, 0.30, 0.15], [0.09, -0.41, 0.56], [-0.19, -0.69, -0.42], [-0.42, -0.99, 0.18], [2.09, -0.01, 0.58], [0.10, 0.51, 1.07], [0.49, -1.39, -1.92], [-0.10, 0.48, 0.14], [-0.37, 0.20, -0.03], [-0.18, 0.35, -0.04], [0.52, -0.23, 0.48], [-0.98, -0.01, 2.49], [0.21, -0.33, -0.12], [0.10, -0.73, -1.51], [-2.03, 1.63, 2.69], [0.00, 0.05, -0.04], [0.24, -0.67, 0.12], [-0.11, 0.17, 0.61], [0.28, 0.32, -0.19], [-0.40, -1.09, 0.21], [0.30, 0.60, -0.94], [-1.60, -0.31, -0.64], [-1.29, 2.20, -0.36], [-0.16, -0.28, -0.60], [0.39, -0.02, -0.40], [0.45, -0.20, -0.23], [-1.52, 0.80, -1.46]]}